[1]
DFT (ωB97M-V/def2-TZVPD) results for a 7-piece molecular cluster, C36H64BN2O14PS overall in a non-equilibrium geometry.

Calculated values
SMILES ... CCB(O)c1cnc2c(S)cc(O)c(P(C)C)c2n1.CCOC(C)=O.CCOC(C)=O.CCOC(C)=O.CCOC(C)=O.CCOC(C)=O.CCOC(C)=O
LUMO energy ... -0.03968 Ha

ORCA input file:
```
! RIJCOSX wB97M-V def2-TZVPD def2/J DEFGRID3
* xyz 0 1
C 10.122 3.222 3.691
C 8.847 3.394 2.670
B 7.405 3.184 3.478
O 7.246 3.443 4.953
C 6.003 2.714 2.704
C 6.058 1.633 1.489
N 4.894 1.128 0.682
C 3.637 1.754 1.215
C 2.211 1.300 0.478
S 2.302 0.017 -0.906
C 0.729 1.885 0.864
C 0.670 2.974 2.119
O -0.686 3.494 2.480
C 2.041 3.417 2.908
P 1.999 4.623 4.389
C 0.752 4.103 5.738
C 1.807 6.448 3.860
C 3.525 2.822 2.437
N 4.721 3.325 3.194
H 10.817 4.178 3.558
H 10.686 2.216 3.445
H 9.841 3.179 4.828
H 8.929 4.490 2.213
H 8.863 2.646 1.747
H 6.462 2.836 5.201
H 7.132 1.198 1.205
H 1.916 0.560 -2.142
H -0.252 1.541 0.294
H -1.080 2.768 3.049
H -0.376 4.296 5.468
H 0.907 2.952 5.934
H 1.066 4.643 6.755
H 0.706 6.872 3.933
H 2.438 7.090 4.644
H 2.307 6.619 2.815
O -1.810 -0.099 0.447
C -2.841 0.104 -0.190
O -3.400 -0.887 -0.919
C -4.695 -0.811 -1.545
C -4.600 -0.151 -2.906
C -3.446 1.477 -0.248
H -5.422 -0.324 -0.888
H -5.038 -1.843 -1.671
H -4.246 0.881 -2.830
H -5.575 -0.147 -3.402
H -3.884 -0.684 -3.540
H -2.939 2.061 -1.017
H -3.303 1.959 0.726
H -4.518 1.477 -0.432
O -5.105 2.564 -4.134
C -6.136 2.766 -4.771
O -6.695 1.775 -5.500
C -7.990 1.851 -6.125
C -7.895 2.512 -7.487
C -6.741 4.139 -4.829
H -8.717 2.338 -5.469
H -8.332 0.819 -6.252
H -7.541 3.543 -7.410
H -8.869 2.515 -7.982
H -7.178 1.979 -8.121
H -6.234 4.723 -5.598
H -6.598 4.621 -3.855
H -7.813 4.140 -5.012
O -2.873 1.626 -7.606
C -2.130 1.215 -6.717
O -0.794 1.402 -6.802
C 0.138 1.130 -5.739
C 0.555 -0.327 -5.746
C -2.679 0.416 -5.571
H -0.261 1.451 -4.772
H 1.017 1.754 -5.932
H -0.296 -0.991 -5.571
H 1.306 -0.517 -4.974
H 0.974 -0.601 -6.720
H -2.778 -0.627 -5.875
H -3.668 0.813 -5.315
H -2.082 0.480 -4.664
O -6.263 -4.026 -3.025
C -5.896 -4.908 -2.252
O -6.677 -5.988 -2.025
C -6.264 -7.156 -1.292
C -6.468 -6.959 0.197
C -4.621 -4.759 -1.473
H -5.237 -7.437 -1.544
H -6.901 -7.977 -1.635
H -5.860 -6.136 0.583
H -6.208 -7.869 0.746
H -7.512 -6.706 0.410
H -4.811 -4.156 -0.585
H -3.887 -4.249 -2.107
H -4.168 -5.705 -1.186
O 7.052 0.587 4.132
C 6.297 -0.313 4.491
O 6.188 -0.633 5.800
C 5.205 -1.534 6.342
C 5.679 -2.971 6.248
C 5.556 -1.138 3.479
H 4.228 -1.380 5.873
H 5.087 -1.264 7.396
H 5.825 -3.281 5.209
H 4.955 -3.647 6.712
H 6.644 -3.088 6.751
H 6.211 -1.928 3.110
H 5.270 -0.486 2.645
H 4.632 -1.570 3.856
O 2.966 -3.432 4.344
C 2.402 -3.697 3.285
O 2.774 -4.778 2.563
C 2.063 -5.281 1.417
C 2.488 -4.555 0.156
C 1.356 -2.777 2.725
H 0.981 -5.248 1.580
H 2.329 -6.339 1.328
H 2.254 -3.488 0.206
H 1.988 -4.978 -0.720
H 3.571 -4.634 0.016
H 1.843 -1.967 2.182
H 0.781 -2.359 3.560
H 0.634 -3.273 2.080
*
```

[2]
DFT (ωB97M-V/def2-TZVPD) results for a 2-piece molecular cluster, C36H65BrIN9O4PS overall in a non-equilibrium geometry.

Calculated values
LUMO energy ... -0.12744 Ha

ORCA input file:
```
! RIJCOSX wB97M-V def2-TZVPD def2/J DEFGRID3
* xyz 1 1
C -1.279 -3.097 4.551
C -0.088 -3.827 3.685
C -0.586 -4.564 2.309
C -0.241 -3.665 0.924
N -1.208 -2.500 0.764
C -2.508 -3.145 0.364
I -3.968 -2.930 2.046
C -3.146 -2.790 -1.096
S -2.129 -3.875 -2.305
C -4.675 -3.442 -1.294
C -4.699 -5.083 -1.277
O -4.850 -5.741 -2.462
Br -4.597 -6.272 0.333
N -3.039 -1.342 -1.279
C -4.155 -0.563 -1.818
C -5.380 -0.181 -0.744
N -5.342 1.255 -0.276
C -6.108 1.318 1.031
C -7.721 1.028 0.889
C -5.857 2.232 -1.308
C -5.917 3.825 -0.871
O -6.226 1.920 -2.553
C -1.699 -0.718 -1.182
N -1.053 -0.815 -2.550
C -1.245 0.296 -3.318
C -0.621 1.792 -3.114
C -2.249 0.102 -4.642
C -0.746 -1.260 0.075
C 0.820 -1.211 -0.401
C 1.446 0.174 -0.958
N 1.990 1.209 -0.193
C -0.860 -0.026 1.206
C -2.375 0.316 1.707
C -2.494 1.943 2.076
O -3.263 2.787 1.373
N -1.699 2.590 3.230
C -1.058 3.817 2.551
C 0.361 3.575 1.764
C 1.190 4.727 0.934
C 0.542 6.233 0.890
C -0.864 6.492 1.723
C -1.690 5.329 2.560
H -0.922 -2.871 5.653
H -2.242 -3.803 4.537
H -1.601 -2.074 4.028
H 0.725 -3.021 3.440
H 0.395 -4.635 4.393
H 0.103 -5.531 2.185
H -1.686 -4.958 2.318
H -0.241 -4.397 -0.019
H 0.869 -3.410 1.136
H -1.372 -2.239 1.790
H -2.396 -4.335 0.293
H -0.793 -3.425 -2.108
H -4.986 -3.144 -2.409
H -5.480 -2.956 -0.603
H -3.776 0.506 -2.192
H -4.729 -1.012 -2.764
H -5.388 -0.919 0.185
H -6.422 -0.363 -1.290
H -5.696 0.509 1.805
H -5.881 2.368 1.549
H -8.030 0.788 -0.215
H -8.043 0.089 1.550
H -8.286 1.997 1.294
H -5.187 4.389 -1.628
H -5.476 4.031 0.199
H -7.025 4.184 -1.010
H -1.879 0.454 -1.024
H 0.473 1.941 -3.503
H -0.582 2.012 -1.941
H -1.301 2.664 -3.560
H -2.515 -1.030 -4.787
H -3.174 0.799 -4.448
H -1.636 0.565 -5.551
H 1.458 -1.420 0.590
H 1.007 -2.115 -1.132
H 1.525 0.321 -2.127
H 1.843 0.852 0.799
H -0.428 0.992 0.834
H -0.241 -0.332 2.180
H -3.244 -0.070 1.033
H -2.513 -0.229 2.761
H -2.387 2.960 3.939
H 0.821 2.499 1.795
H 2.190 4.394 0.384
H 1.114 7.054 0.267
H -1.302 7.587 1.677
H -2.693 5.525 3.142
O 5.922 -1.452 0.480
P 6.303 -0.349 -0.538
N 7.848 -1.035 -0.817
C 8.739 -1.369 0.291
C 7.773 -2.205 -1.703
N 6.326 0.919 0.588
C 7.508 1.542 1.152
C 5.264 0.913 1.597
N 6.742 0.918 -1.709
C 5.701 1.044 -2.732
C 8.051 1.115 -2.326
H 9.699 -1.743 -0.087
H 8.319 -2.126 0.960
H 8.999 -0.491 0.880
H 7.185 -1.971 -2.597
H 7.301 -3.059 -1.205
H 8.766 -2.508 -2.048
H 7.906 0.970 1.996
H 7.275 2.549 1.516
H 8.303 1.678 0.418
H 5.500 0.236 2.424
H 4.314 0.595 1.155
H 5.095 1.914 2.010
H 5.727 0.196 -3.426
H 5.808 1.972 -3.303
H 4.713 1.069 -2.265
H 8.274 0.347 -3.075
H 8.863 1.138 -1.595
H 8.090 2.089 -2.829
*
```

Listing HOMO for the structures above in their given order: -7.3 -9.5 eV.
Listing HOMO-LUMO gap for the structures above in their given order: 6.25 6.06 eV.